Record 1
Here is C2H3NO3S as an isolated structure in a non-equilibrium geometry from the Open Molecules 2025 dataset. Energies are from ωB97M-V/def2-TZVPD.

**Total charge**: 0
**F_max**: 4.84 eV/Å
**HOMO-LUMO gap (spin up / spin down)**: 7.77 / 7.78 eV
**LUMO energy (spin up / spin down)**: -1.00 / -0.99 eV

```
10
Properties=species:S:1:pos:R:3:forces:R:3
C 1.57643 0.67927 0.33097 -1.8 2.8 -0.1
H -1.90775 -0.82583 -1.90697 0.2 0.0 0.6
O 0.75784 1.73975 0.22855 1.0 -1.5 -0.2
H 1.17340 -1.42030 -0.04033 -0.2 -1.8 -0.3
H 2.57541 0.96823 0.77433 -1.0 -1.2 -0.6
C 0.91447 -0.42383 -0.15463 0.5 2.6 0.6
N -1.10515 0.34191 1.10105 -2.9 -2.5 2.9
S -0.61936 0.39344 -0.61323 1.9 -1.2 -1.0
O -1.36808 -1.01676 -1.11603 -0.4 0.4 -0.3
O -1.99721 -0.43587 1.39629 2.6 2.4 -1.5
```
Positions in Å, forces in eV/Å.

natural (NBO) atomic charge list, values in e, 6 entries:
1. C 0.230
2. H 0.497
3. O -0.704
4. H 0.239
5. H 0.211
6. C -0.596

***

Record 2
Here is a 2-piece molecular cluster, C2H9NOS overall in a non-equilibrium geometry from the Open Molecules 2025 dataset. Energies are from ωB97M-V/def2-TZVPD.

**SMILES**: NCCS.O
**Total charge**: 0
**F_max**: 1.25 eV/Å
**HOMO-LUMO gap**: 9.45 eV
**LUMO energy**: 0.47 eV

```
14
Properties=species:S:1:pos:R:3:forces:R:3
H -1.41552 -0.13587 1.14736 0.5 0.3 0.1
H 1.24341 1.50592 -1.57167 0.0 0.3 0.5
C -0.19470 0.72141 -0.41893 -0.2 -1.0 0.0
O -0.54750 -3.81889 -1.14283 0.9 0.9 0.1
H 0.18723 -3.78981 -0.48893 -0.8 0.0 -0.7
S -0.72254 1.95287 1.99148 -0.4 0.4 0.7
H 0.10977 -0.22395 -0.90785 -0.6 -0.1 0.2
H -0.42051 -3.01407 -1.69455 -0.1 -0.9 0.6
H 1.62433 1.29853 0.00982 0.2 0.5 -0.4
H -1.12040 1.07324 -0.91363 0.4 0.0 0.4
H 0.31997 -0.18600 1.57350 -0.3 0.3 -0.5
N 0.90053 1.66559 -0.61792 0.4 -0.4 0.2
H 0.49817 2.52811 1.95344 -0.2 -0.4 -0.2
C -0.46223 0.42292 1.08072 0.1 0.1 -0.8
```
Positions in Å, forces in eV/Å.

natural (NBO) atomic charge list, values in e, 6 entries:
1. H 0.240
2. H 0.357
3. C -0.222
4. O -0.938
5. H 0.470
6. S -0.038

***

Record 3
Here is a 7-piece molecular cluster, C63H68Cl3N5O8 overall in a non-equilibrium geometry from the Open Molecules 2025 dataset. Energies are from ωB97M-V/def2-TZVPD.

**Total charge**: +4
**F_max**: 4.56 eV/Å
**HOMO-LUMO gap**: 4.22 eV
**LUMO energy**: -10.69 eV

```
147
Properties=species:S:1:pos:R:3:forces:R:3
H 4.21323 2.33532 3.05705 0.1 -0.2 0.0
C -2.19575 -3.03784 1.38842 0.8 0.4 -0.3
C -0.65091 2.44914 -7.22964 0.5 0.5 -0.9
C -7.40374 -1.56119 1.12531 0.7 0.0 -0.6
C -8.12943 -0.59715 1.80811 -0.5 -0.4 0.5
H -9.13431 -0.78835 2.16318 0.0 -0.2 -0.2
H 3.20234 1.61130 4.32528 0.1 -0.5 -0.1
C -0.89695 4.49051 -8.72147 -0.5 -0.9 -0.2
O -0.58714 5.05214 -3.98074 -0.2 0.1 0.2
H 3.22847 -3.41266 -1.13002 0.3 -0.2 -0.2
C -1.13411 5.83796 -8.87294 1.3 0.7 0.4
C 2.83250 -7.18405 1.70441 -0.1 0.2 -0.3
O 1.42590 -0.60931 -1.05771 -0.1 -1.1 0.1
H 0.92988 2.17683 5.24329 -0.4 0.3 0.0
H 5.40128 -4.21055 2.51827 0.5 0.2 0.0
H 6.08742 -1.72437 2.49134 -0.4 0.0 0.3
H 0.35749 -3.48018 -4.27817 0.1 -0.3 0.6
C 3.25390 5.06879 3.42049 2.0 0.5 -0.9
C -4.37332 2.55173 1.45386 1.0 0.0 -0.8
H 6.13933 0.21340 0.03746 -0.3 0.2 -0.2
C -0.74004 3.91438 -7.45532 0.2 0.7 0.5
H 0.90051 0.63776 4.55942 0.0 -0.1 -0.4
C 3.95455 -3.14122 -0.37928 0.8 0.0 1.5
H 4.68546 -5.87586 -1.35123 0.0 -0.5 -0.2
C -0.27673 -2.65932 -3.95235 0.3 -1.9 -0.8
C 2.21232 4.13658 4.01688 1.3 -0.6 0.4
H 2.97199 -5.26399 2.54544 0.4 0.3 0.0
C -1.86766 3.25497 0.37359 0.3 -0.7 0.8
H -0.62112 -0.09897 -6.45293 0.0 0.0 -0.1
C -0.65847 0.56640 -5.60197 -0.3 0.4 0.7
C -4.17027 0.24646 0.46742 -2.2 1.7 0.7
H 4.01032 -1.11488 -1.00635 -0.2 0.3 0.3
H -2.38459 -3.91978 5.94979 0.3 0.4 -0.1
C -0.71505 1.95185 -5.82323 0.3 -0.7 0.5
H 0.24328 -1.71736 -4.10989 1.2 -1.7 0.4
C -0.77050 6.16993 -6.51558 0.4 -0.2 -0.5
C 3.73402 -7.59555 -0.40026 0.0 0.5 -0.5
C -1.04112 1.56652 4.62456 -1.7 2.5 -0.8
C -7.58048 0.62025 2.12976 0.8 0.3 -0.3
C -0.98432 6.69545 -7.77557 -0.8 -0.3 -0.2
H 4.46097 0.69793 0.54011 -0.1 -0.3 -0.3
C -2.42215 2.00040 0.14295 -0.3 0.0 -1.0
H 3.67960 1.34010 -1.99571 0.2 0.0 0.0
C -0.72886 -3.98901 -1.95058 1.4 0.6 0.5
C -6.27142 0.90793 1.71589 -1.0 -0.3 0.1
C -1.70267 -2.09641 2.29719 -0.5 -0.4 0.4
H -0.90334 3.85258 -9.59611 -0.1 -0.1 0.1
C -1.84654 0.59450 3.75227 1.5 -0.7 1.3
H -0.64814 -0.99248 -4.13737 -1.5 3.2 -0.5
C -0.70435 2.33017 -3.42390 0.0 -0.1 -0.2
H -1.15623 7.75354 -7.91963 0.2 0.1 0.1
O 1.50359 -0.28479 1.31184 0.6 -0.8 0.6
H -0.18925 -4.78233 -2.44556 -0.2 0.0 -0.3
C -0.70397 0.07923 -4.28590 -0.2 1.3 -1.5
H -3.91475 -5.00983 3.53668 0.0 0.1 0.2
H 2.49727 3.69765 4.97148 0.0 0.5 0.2
C 4.13732 -6.27456 -0.50795 0.3 0.1 0.3
H 3.05410 6.13641 3.36712 -0.7 -0.1 0.6
N 2.19536 2.94407 3.07276 -0.9 -0.4 -1.3
C 5.33087 0.08053 0.75620 0.9 0.7 0.4
H 2.31018 -7.61645 2.54637 -0.1 0.1 0.0
H 0.13228 3.08477 2.87888 0.0 0.1 0.2
C -0.71182 2.81986 -4.72869 -0.1 0.3 0.1
C 2.61241 -9.42288 0.71485 0.3 -1.0 0.1
H 4.46383 4.10920 1.78433 0.1 0.2 0.3
H -2.08263 5.11470 1.33640 -0.2 0.0 0.4
C 3.25457 1.86814 3.27082 -0.5 1.8 0.3
C 2.65622 2.73333 -3.20747 0.1 0.7 0.4
N -0.78280 -2.78431 -2.57272 0.0 -1.3 -1.0
C -3.02059 -4.07041 1.81427 0.6 -0.3 0.4
H 1.82592 -9.52050 1.45637 0.1 -0.2 0.0
Cl 1.25051 0.31566 0.03243 -1.6 0.3 -1.6
H 3.97228 -8.31980 -1.16769 -0.2 0.0 0.0
H 3.49001 -10.02712 0.95529 -0.2 0.0 0.4
H -8.16812 1.34763 2.67095 0.2 0.1 0.0
H 1.22634 4.58589 4.09210 -0.1 -0.2 -0.2
H -1.26220 -0.30404 4.00709 -0.5 0.6 -0.9
H -1.88378 1.33754 -0.52299 -0.5 0.1 0.2
H 1.90595 3.07143 -2.49412 0.1 -0.2 0.2
H 3.00487 1.08527 2.56037 0.1 -0.2 0.3
Cl 3.01693 4.15284 -4.20013 -0.1 0.1 -0.4
C -6.10249 -1.29666 0.68370 -1.5 0.4 0.5
C -3.32783 -4.18395 3.16164 -0.5 0.7 -0.9
C -5.56786 -0.03197 0.96097 1.5 -0.7 -0.3
C -1.37680 -1.73175 -2.03479 -1.0 -0.2 0.5
H 4.74258 2.10895 -3.20791 -0.1 0.1 -0.1
H -0.96372 -4.97999 -0.05718 0.2 -0.2 -0.3
Cl 4.53426 3.40246 -1.25795 -0.2 -0.2 -0.2
H -3.49991 -2.46833 5.93504 0.3 0.1 0.0
H -1.35254 1.52582 5.66855 0.4 -0.7 0.1
H 0.72387 1.62300 2.23434 0.5 0.0 0.3
C -1.88230 -1.80559 -0.74631 4.0 -2.0 0.7
N 5.01080 -1.34984 0.78642 -0.4 -0.2 0.1
C -1.07244 -4.06894 -0.63045 -1.3 -0.1 0.6
H -1.63583 -1.71718 4.44158 -0.5 -0.1 -0.2
C -0.66436 4.31469 -4.93275 0.8 -0.5 -0.9
H -0.71095 6.83203 -5.66424 0.0 -0.2 0.1
H 2.67120 2.91748 0.93848 -0.4 -0.1 0.4
H -0.85318 3.49599 0.07911 -0.1 -0.1 -0.5
H -3.26550 -4.85223 1.10887 -0.4 0.0 0.1
H -5.66588 -2.07364 0.07564 0.6 0.3 0.0
C 0.45418 1.63107 4.42448 0.9 -0.4 0.2
C 4.29081 -1.81375 -0.22807 -0.4 -0.1 -1.4
H -4.04569 -4.09111 5.52515 -0.1 0.2 0.1
C -0.61984 4.78128 -6.36150 -1.3 0.8 1.0
C -3.67744 1.63075 0.63138 0.4 0.4 0.9
C 3.91772 2.26746 -2.51937 -0.2 -0.5 0.2
C 0.84720 2.28718 3.09188 -1.0 0.1 0.0
H -0.97828 -1.33955 2.01895 -0.1 0.0 -0.1
C 5.18312 -3.53063 1.70826 -1.3 0.0 -1.1
H 5.73891 0.42166 1.70658 -0.1 -0.4 0.2
C -3.78601 3.79765 1.67781 -0.4 -0.1 1.0
H -0.83766 0.52463 -2.23596 0.4 0.8 0.1
H -1.52845 -0.90953 -2.72215 -0.1 -0.3 0.7
C -2.51958 4.13185 1.21191 -0.6 0.2 -0.8
H 4.24890 5.00500 3.86492 -0.4 -0.1 0.8
H 1.44163 4.09178 1.48377 0.0 0.1 0.0
O -3.50125 -0.61229 -0.07782 -4.2 1.7 0.7
H -1.12545 -2.69073 -4.63868 0.0 0.1 0.0
H -1.90905 0.74228 2.67566 0.5 0.4 0.0
O -0.14818 0.77072 0.03844 2.1 -0.3 0.2
C 2.39155 3.61697 1.72579 0.6 0.1 -0.5
O 2.18384 1.37398 -0.21914 -0.1 0.4 0.5
C -5.70849 2.23252 2.03575 0.3 0.9 -0.2
H -1.21675 6.29023 -9.85165 -0.3 -0.2 -0.1
N -2.94583 -3.20963 4.01135 0.8 -0.7 -0.1
H -0.64117 3.00358 -2.58051 -0.2 0.2 -0.1
C -3.20641 -3.39984 5.46180 -0.7 -0.6 -0.2
H 2.19381 1.95449 -3.81211 0.3 -0.1 -0.1
H -7.81796 -2.51858 0.83906 -0.3 0.0 0.2
N 3.03399 -8.03082 0.66430 0.8 1.5 0.0
H -4.32582 4.46722 2.33597 0.0 0.1 -0.1
O -0.44676 1.68829 -8.14911 -0.3 -0.3 0.2
C 3.94911 -5.40841 0.55860 -0.1 -0.1 1.1
C 3.51528 4.61641 1.96294 -1.1 -0.4 -0.2
C 3.26052 -5.85135 1.68710 -0.5 -2.0 -0.3
C -1.69822 -2.97194 -0.01456 0.0 -0.4 -1.1
O -6.29510 3.06910 2.68303 -0.1 -0.4 0.1
H -1.44090 2.56271 4.37928 0.2 0.2 0.0
C 4.44997 -4.02601 0.59901 -0.8 1.1 -0.2
H 2.29554 -9.79165 -0.25873 -0.3 0.4 0.0
H -2.22476 -0.99195 -0.11829 1.6 0.0 -1.3
H 3.47149 5.43171 1.24420 -0.1 0.0 0.0
C -0.74860 0.96923 -3.22222 0.0 -0.4 0.2
C 5.41118 -2.16780 1.77301 1.1 -0.4 -0.1
H -2.86822 0.45695 4.10170 0.0 0.1 0.2
C -2.10393 -2.22300 3.60794 0.0 -1.3 0.7
```
Positions in Å, forces in eV/Å.

Mulliken atomic charge list, values in e, 6 entries:
1. H 0.522
2. C 0.699
3. C 0.633
4. C -0.743
5. C -0.581
6. H 0.424

***

Record 4
Here is C4H5NO in the gas phase from the Open Molecules 2025 dataset. Energies are from ωB97M-V/def2-TZVPD.

**Total charge**: 0
**F_max**: 0.62 eV/Å
**HOMO-LUMO gap**: 9.04 eV
**LUMO energy**: 0.84 eV

```
11
Properties=species:S:1:pos:R:3:forces:R:3
C 0.25180 1.01048 0.13745 -0.1 0.1 -0.1
C 0.76182 -0.32171 0.59688 0.0 0.0 0.1
O 0.04014 -1.29213 -1.48540 0.4 -0.1 0.5
H -2.73743 1.02190 -0.85964 0.0 0.1 0.1
H 0.14546 -0.68647 1.43195 0.0 0.0 -0.1
H 1.78144 -0.24993 0.99122 -0.1 0.0 -0.1
H 1.28147 -2.31905 -0.27004 -0.1 0.2 0.0
C 0.70072 -1.39336 -0.48135 -0.3 0.0 -0.3
C -2.21719 1.32622 0.05835 0.5 -0.1 -0.2
H 0.93350 1.80135 -0.16004 -0.1 -0.1 0.0
N -0.99656 1.19730 -0.00695 -0.2 0.0 0.2
```
Positions in Å, forces in eV/Å.

natural (NBO) atomic charge list, values in e, 6 entries:
1. C -0.039
2. C -0.555
3. O -0.509
4. H 0.178
5. H 0.248
6. H 0.235

***

Record 5
Here is a 2-piece molecular cluster, C4H9N overall in a non-equilibrium geometry from the Open Molecules 2025 dataset. Energies are from ωB97M-V/def2-TZVPD.

**SMILES**: C=CN.C=C
**Total charge**: 0
**F_max**: 1.53 eV/Å
**HOMO-LUMO gap**: 9.57 eV
**LUMO energy**: 1.02 eV

```
14
Properties=species:S:1:pos:R:3:forces:R:3
H 2.69611 -2.14630 -2.26791 0.8 1.0 -0.4
H 0.00585 -1.26837 -4.24290 -0.3 -0.2 0.5
H -0.17588 1.57003 3.82349 0.3 0.1 0.6
C -1.99442 2.21700 3.11152 0.9 0.5 -0.3
C -1.14090 1.96335 4.10194 -1.2 0.6 -0.7
C 0.78053 -1.51908 -2.38935 -0.3 -0.2 -0.5
H -2.98476 2.63147 3.23589 0.0 0.0 0.2
C 2.01244 -1.39507 -1.87846 -0.9 -1.1 0.3
H -0.15311 -1.49657 -1.83083 0.2 1.3 0.2
H -1.60238 2.21770 2.09741 -0.4 -0.6 -0.1
H 2.16991 -0.95431 -0.90585 0.0 -0.4 0.2
N 0.49929 -1.97393 -3.69788 0.5 -0.2 -0.5
H -1.45745 2.28228 5.08675 0.5 -0.7 0.4
H 1.34478 -2.12821 -4.24382 0.1 -0.1 0.3
```
Positions in Å, forces in eV/Å.

natural (NBO) atomic charge list, values in e, 6 entries:
1. H 0.200
2. H 0.372
3. H 0.201
4. C -0.382
5. C -0.396
6. C 0.025

***

Record 6
Here is a 2-piece molecular cluster, C3H9N2O3 overall in a non-equilibrium geometry from the Open Molecules 2025 dataset. Energies are from ωB97M-V/def2-TZVPD.

**Total charge**: -1
**F_max**: 6.40 eV/Å
**HOMO-LUMO gap**: 8.39 eV
**LUMO energy**: 4.06 eV

```
17
Properties=species:S:1:pos:R:3:forces:R:3
O 0.72086 -2.21168 -0.79963 3.2 2.9 1.1
N 0.61389 1.56202 -0.28132 -0.1 -4.2 -0.1
C -1.48040 0.10806 0.07672 0.4 1.8 3.2
H 1.52240 -1.55545 -0.48462 -1.9 -1.7 -0.9
C -0.63728 1.51210 0.04935 -3.7 1.3 -1.3
H 1.13733 2.37714 -0.22535 0.3 2.0 0.2
H -2.47084 0.31909 0.67248 2.0 0.1 -0.7
C -0.33278 -2.03997 0.11388 -0.7 -2.6 0.7
H 2.69632 0.21853 0.58084 1.7 2.0 4.9
H 1.40721 0.41085 -0.36114 1.2 1.1 0.4
H -1.17179 -2.12685 -0.55968 -0.8 -0.8 0.3
N -0.65927 -0.86744 0.85243 -1.9 -0.4 -2.1
H 0.08062 -0.39778 1.27232 1.6 0.7 0.8
O -1.38881 2.50931 0.19920 0.3 -0.2 0.5
H -0.27057 -2.93826 0.84705 -0.2 1.2 -0.9
O 2.42000 -0.09845 -0.19194 -2.1 -2.9 -5.3
H -1.92660 -0.24384 -0.84038 0.9 -0.2 -0.8
```
Positions in Å, forces in eV/Å.

natural (NBO) atomic charge list, values in e, 6 entries:
1. O -0.798
2. N -0.910
3. C -0.302
4. H 0.511
5. C 0.621
6. H 0.360

***

Q: F_max of number 1 (C2H3NO3S)?
A: 4.84 eV/Å

***

Q: Among the records above, which one has the lowest total charge?
A: C3H9N2O3

***

Copy entry 4 word for word.
Here is C4H5NO in the gas phase from the Open Molecules 2025 dataset. Energies are from ωB97M-V/def2-TZVPD.

**Total charge**: 0
**F_max**: 0.62 eV/Å
**HOMO-LUMO gap**: 9.04 eV
**LUMO energy**: 0.84 eV

```
11
Properties=species:S:1:pos:R:3:forces:R:3
C 0.25180 1.01048 0.13745 -0.1 0.1 -0.1
C 0.76182 -0.32171 0.59688 0.0 0.0 0.1
O 0.04014 -1.29213 -1.48540 0.4 -0.1 0.5
H -2.73743 1.02190 -0.85964 0.0 0.1 0.1
H 0.14546 -0.68647 1.43195 0.0 0.0 -0.1
H 1.78144 -0.24993 0.99122 -0.1 0.0 -0.1
H 1.28147 -2.31905 -0.27004 -0.1 0.2 0.0
C 0.70072 -1.39336 -0.48135 -0.3 0.0 -0.3
C -2.21719 1.32622 0.05835 0.5 -0.1 -0.2
H 0.93350 1.80135 -0.16004 -0.1 -0.1 0.0
N -0.99656 1.19730 -0.00695 -0.2 0.0 0.2
```
Positions in Å, forces in eV/Å.

natural (NBO) atomic charge list, values in e, 6 entries:
1. C -0.039
2. C -0.555
3. O -0.509
4. H 0.178
5. H 0.248
6. H 0.235